[1]
74
Properties=species:S:1:pos:R:3 method="wB97M-V/def2-TZVPD" relative_energy_ev=4.855 e_homo_ha="-0.2313 / -0.2495" spin_multiplicity=5 e_tot_ha=-3231.8968 lumo_energy_ev="0.661 / -1.343" orbital_gap_ev="7.0 / 5.4"
Fe -0.337 -4.472 -1.023
P -2.531 -0.646 -1.362
P 2.958 -2.293 2.058
Si 0.739 0.395 1.939
N 0.995 0.247 0.245
C 0.306 -5.529 -3.530
C -1.232 -5.275 -3.559
C -2.925 -0.854 -3.135
C 1.658 0.988 -0.627
C 3.758 -1.985 0.461
C -0.449 -0.912 2.585
C 1.856 -3.797 1.571
C 1.592 0.671 -2.027
C -1.151 -6.719 -0.848
C 2.306 1.399 -2.966
C -4.136 -1.148 -0.625
C 3.155 2.444 -2.575
C -2.473 1.153 -1.171
C 0.245 -6.205 -1.005
C 3.243 2.792 -1.217
C 4.232 -3.104 3.068
C -1.535 -4.224 -2.547
C 0.021 2.089 2.341
C 2.397 0.388 2.907
C 0.792 -5.464 -2.130
C 0.794 -3.697 0.460
C -2.273 -4.412 -1.311
C -2.367 -5.721 -0.605
C 2.491 2.109 -0.260
H -0.393 2.101 3.361
H -1.536 -3.195 -2.987
H -3.367 0.068 -3.513
H 3.264 0.434 2.231
H -1.200 -7.425 -0.001
H 0.787 2.874 2.263
H 5.039 -2.417 3.272
H 0.950 -0.170 -2.304
H 4.411 -2.823 0.206
H -3.224 -6.256 -1.033
H -0.100 -3.233 0.861
H -2.786 1.394 -0.153
H -4.807 -1.533 -1.404
H 3.752 -3.388 3.992
H -2.002 -1.076 -3.680
H -1.438 1.493 -1.311
H -0.069 -1.943 2.548
H 4.562 -3.960 2.512
H 2.503 -0.473 3.587
H 0.797 -4.712 -4.069
H -1.759 -6.224 -3.420
H -3.948 -1.937 0.115
H -2.564 -5.586 0.477
H 2.710 -4.469 1.387
H -1.381 -0.882 2.003
H -4.577 -0.278 -0.132
H -0.777 2.339 1.629
H 0.558 -6.470 -4.028
H 1.110 -3.008 -0.335
H 3.900 3.616 -0.886
H -3.619 -1.689 -3.279
H -3.145 1.584 -1.920
H 0.905 -6.431 -0.150
H 2.538 2.412 0.797
H -0.700 -0.677 3.631
H 3.031 -1.844 -0.346
H -1.431 -7.279 -1.744
H -1.544 -4.912 -4.541
H 1.828 -5.102 -2.029
H 1.431 -4.020 2.572
H 2.206 1.157 -4.024
H 3.747 2.995 -3.306
H 4.361 -1.073 0.487
H 2.413 1.290 3.536
H -3.013 -3.638 -1.070


[2]
79
Properties=species:S:1:pos:R:3 method="wB97M-V/def2-TZVPD" relative_energy_ev=8.466 total_charge=+1 e_homo_ha=-0.4086 spin_multiplicity=1 e_tot_ha=-1611.1943 lumo_energy_ev=-2.721 orbital_gap_ev=8.4
O 2.513 3.364 -1.222
O -2.557 1.258 3.437
O 4.358 -3.688 -4.094
O 2.642 -6.431 -2.871
O -2.428 -2.429 0.586
O 0.599 -6.701 -4.130
N 0.752 2.027 -0.182
N 3.803 -0.626 -1.212
N -3.285 3.656 5.132
N 0.707 -1.351 1.349
C -0.025 0.347 -2.095
C 0.528 2.082 1.313
C 1.542 -3.571 -1.856
C 1.392 -2.009 -2.312
C -4.667 3.261 5.622
C -1.700 -3.013 -0.551
C -2.240 2.748 5.773
C -0.417 1.437 -0.936
C 0.138 -1.204 -1.551
C -3.200 3.609 3.582
C -1.318 -1.927 -1.741
C 5.402 -3.390 -3.101
C 2.193 -2.673 -4.883
C 2.762 -1.237 -1.739
C 1.263 -1.740 -3.917
C 0.539 -4.630 -2.597
C -2.995 5.089 5.571
C 0.405 4.748 -0.837
C 0.536 -1.205 0.062
C 1.976 1.614 2.004
C 1.284 -5.975 -3.205
C 3.812 -2.472 -4.717
C 1.235 3.337 -0.759
C -3.485 2.228 2.967
H 4.900 -3.004 -2.107
H -0.829 0.358 -2.965
H -0.205 -5.036 -1.756
H -1.488 -2.423 -2.802
H -2.150 -1.075 -1.663
H -4.694 3.375 6.710
H 2.574 0.946 1.236
H -2.902 0.377 3.196
H 5.898 -4.437 -2.818
H 1.939 -2.347 -6.003
H 0.207 3.153 1.699
H -2.160 3.008 6.833
H 1.418 -3.745 -0.681
H -1.278 2.911 5.275
H 2.650 -3.931 -2.095
H 4.122 -1.466 -4.172
H -3.060 5.138 6.665
H -5.403 3.917 5.148
H 0.979 0.747 -2.601
H -4.856 2.217 5.358
H 6.255 -2.695 -3.507
H 0.133 -1.961 -4.211
H 3.116 -6.667 -3.740
H -1.988 5.357 5.239
H -4.501 1.893 3.196
H -3.392 2.288 1.874
H -3.740 5.750 5.119
H -2.563 1.708 5.699
H 1.982 -3.823 -4.837
H -0.324 1.331 1.681
H -0.962 2.344 -1.490
H -0.167 -4.093 -3.389
H -1.777 -2.406 1.360
H 1.685 0.957 2.935
H -0.785 -3.649 -0.178
H 0.891 5.480 -0.030
H -3.916 4.345 3.200
H 1.477 -0.610 -4.238
H 0.605 5.282 -1.883
H 4.294 -2.392 -5.805
H -1.242 0.942 -0.261
H -0.739 4.670 -0.603
H -2.442 -3.793 -1.066
H -2.178 3.931 3.323
H 2.550 2.599 2.266


[3]
79
Properties=species:S:1:pos:R:3 method="wB97M-V/def2-TZVPD" relative_energy_ev=0.000 total_charge=+2 e_homo_ha="-0.4465 / -0.4573" spin_multiplicity=4 e_tot_ha=-3148.2693 lumo_energy_ev="-5.341 / -5.663" orbital_gap_ev="6.8 / 6.8"
Tc -0.818 -1.542 -0.040
S -0.500 -2.019 2.340
S -3.104 -2.080 0.423
S -0.548 -4.185 -0.320
P -0.113 2.402 -0.209
Si -1.061 -1.392 -3.513
O 1.147 -0.940 -0.307
O 3.219 2.949 4.256
O 0.271 1.385 0.971
O -1.248 -1.228 -1.882
C -2.089 -1.499 3.051
C 0.819 1.925 -1.666
C -2.005 -0.015 -4.354
C -2.296 -4.655 -0.393
C 0.761 -1.271 -3.917
C -0.024 -4.633 1.355
C 1.808 2.141 2.616
C -1.720 -3.054 -4.041
C 4.066 1.280 2.722
C 0.252 4.093 0.255
C 2.270 -0.488 -0.079
C 2.518 0.439 1.035
C -3.347 -1.638 2.170
C -1.866 2.134 -0.406
C 0.876 2.952 -2.802
C 4.479 2.984 4.941
C -0.635 4.668 1.364
C -3.269 -3.909 0.507
C -2.529 3.080 -1.413
C 1.550 1.320 1.550
C 3.405 -0.909 -0.962
C 3.778 0.473 1.640
C -0.582 -3.839 2.531
C 3.073 2.122 3.225
H -1.972 1.086 -0.711
H 1.162 -0.285 -3.666
H -2.770 -3.172 -3.765
H 0.152 4.674 -0.666
H -1.694 4.512 1.165
H -0.244 -5.690 1.515
H -2.551 -4.502 -1.443
H 5.269 3.318 4.268
H -3.604 2.919 -1.396
H 3.005 -1.308 -1.892
H -1.147 -3.870 -3.594
H -0.471 5.742 1.434
H -0.006 -4.080 3.425
H 1.047 2.798 3.012
H -1.618 -4.093 2.733
H -3.167 -4.217 1.544
H -2.203 -2.038 3.991
H -2.303 2.236 0.591
H -4.288 -4.140 0.197
H 1.329 -2.023 -3.365
H 4.096 -0.091 -1.159
H -2.187 2.885 -2.427
H -3.871 -0.683 2.146
H -2.374 -5.725 -0.195
H 1.312 4.128 0.525
H -2.964 0.154 -3.861
H 4.556 -0.176 1.262
H 4.715 2.003 5.353
H 1.382 3.866 -2.497
H -4.046 -2.363 2.586
H 0.371 0.978 -1.991
H -2.349 4.129 -1.181
H -1.446 0.923 -4.361
H -0.112 3.210 -3.177
H 3.969 -1.705 -0.469
H -1.651 -3.170 -5.124
H -0.405 4.236 2.336
H 5.051 1.255 3.161
H -2.218 -0.267 -5.394
H 1.063 -4.542 1.317
H 4.352 3.700 5.745
H 0.945 -1.434 -4.980
H 1.440 2.529 -3.630
H 1.831 1.699 -1.317
H -1.926 -0.453 3.307


[4]
89
Properties=species:S:1:pos:R:3 method="wB97M-V/def2-TZVPD" total_charge=-1 e_homo_ha=-0.1891 spin_multiplicity=1 e_tot_ha=-2702.4992 lumo_energy_ev=2.059 orbital_gap_ev=7.2
In -1.250 -0.237 1.430
P -2.020 -1.302 -0.764
O 2.915 2.981 0.103
O -7.499 4.927 4.649
O 2.567 -1.286 -1.503
O -1.897 2.846 0.443
O -5.286 4.791 4.381
O -4.276 3.799 -4.797
O -3.244 -2.371 -0.570
O 4.138 4.343 1.404
O -2.370 2.561 2.710
O -2.419 -0.251 -1.745
O -1.669 -2.677 3.254
O -0.875 -2.258 -1.445
O 0.817 -0.331 1.406
O 4.312 -5.971 -3.479
O -2.817 3.394 -6.435
O 6.512 -5.898 -3.885
C 1.416 0.065 0.196
C 4.475 4.423 2.797
C -1.952 -3.339 4.464
C -3.624 2.189 -3.199
C -5.113 4.762 2.032
C -2.520 2.343 -4.239
C -6.544 4.965 3.927
C -0.768 -4.208 4.869
C -3.170 3.202 -5.306
C -4.330 4.994 3.317
C 5.154 -4.756 -5.425
C -0.703 -5.500 4.058
C 6.532 -4.965 -6.047
C 2.927 2.654 2.513
C 3.282 3.306 1.190
C -6.512 5.227 2.430
C 2.598 -0.852 -0.145
C 3.342 3.711 3.532
C 7.387 -5.242 -4.814
C 2.544 -2.689 -1.653
C 5.214 -5.606 -4.169
C -4.412 3.475 -3.397
C -1.960 -1.284 3.236
C 2.558 -3.023 -3.146
B -1.888 1.987 1.538
H 2.696 -2.102 -3.712
H 6.894 -4.123 -6.633
H -3.510 4.292 3.426
H -2.839 -3.978 4.335
H -5.472 3.379 -3.172
H -2.175 -2.615 5.257
H -0.842 -4.434 5.937
H 1.662 -3.118 -1.167
H -1.655 2.881 -3.847
H -3.261 2.045 -2.185
H 4.578 5.473 3.062
H -5.123 3.696 1.803
H 4.329 -5.077 -6.055
H -2.188 1.399 -4.661
H 3.357 -3.726 -3.366
H 2.518 4.406 3.700
H -1.469 -6.197 4.406
H -4.243 1.327 -3.448
H 3.648 3.311 4.497
H 3.508 1.734 2.601
H 3.557 -0.349 0.021
H 0.269 -5.986 4.144
H 1.777 1.096 0.298
H -6.653 6.298 2.274
H 0.131 -3.609 4.703
H -3.955 6.018 3.394
H -1.979 2.088 3.456
H -7.317 4.687 1.939
H -1.480 -0.799 4.105
H 2.513 -1.715 0.522
H -2.932 -3.261 -0.783
H 8.232 -5.898 -5.006
H -0.839 -2.005 -2.381
H -0.905 -5.291 3.007
H 0.738 0.040 -0.672
H 1.613 -3.472 -3.453
H 4.987 -3.720 -5.122
H 7.752 -4.322 -4.351
H 5.437 3.925 2.946
H -4.003 4.305 -2.816
H 6.518 -5.845 -6.691
H -3.040 -1.109 3.359
H -1.011 2.902 0.066
H 1.871 2.398 2.534
H -4.690 5.284 1.177
H 3.424 -3.128 -1.164


[5]
81
Properties=species:S:1:pos:R:3 method="wB97M-V/def2-TZVPD" relative_energy_ev=0.000 e_homo_ha=-0.3009 spin_multiplicity=1 e_tot_ha=-3195.1035 lumo_energy_ev=-1.197 orbital_gap_ev=7.0
Tl -1.017 -3.636 -2.058
Cl 2.348 -0.011 -1.114
Cl 1.962 -6.839 -2.595
Cl -2.295 -3.314 0.256
Si 1.125 0.395 0.486
O 1.098 -4.096 -1.716
O 0.979 2.717 0.902
O -3.274 0.665 1.414
O -3.120 4.197 -1.286
N 0.862 4.292 -0.801
N -3.488 -1.023 2.956
C 3.385 -3.461 2.411
C -0.416 0.582 -0.679
C 0.339 3.525 0.183
C -4.695 4.975 -3.044
C -4.014 3.269 -0.648
C 2.482 -4.312 3.061
C 4.532 -3.027 -1.571
C 2.358 -3.970 0.245
C 3.207 -3.020 -1.947
C 1.544 -4.920 0.900
C 2.276 4.666 -0.735
C 0.506 -1.156 1.463
C 2.621 0.589 1.666
C -3.587 -0.491 1.716
C -4.405 3.732 0.743
C 2.807 -2.434 -3.264
C -3.819 -2.414 3.188
C 3.218 -3.192 1.045
C 1.529 -4.995 2.287
C 0.270 4.086 -2.119
C -2.655 -0.359 3.936
C -3.775 5.328 -1.883
C 2.181 -3.677 -1.161
C 5.570 -2.223 -2.270
H 2.445 5.180 0.220
H 0.804 -5.631 2.787
H 6.462 -2.206 -1.631
H -4.362 5.844 -1.106
H -4.865 2.890 1.259
H 3.573 0.260 1.210
H 3.447 -1.600 -3.559
H -3.090 -0.469 4.934
H -5.131 4.549 0.697
H -3.463 2.318 -0.580
H -5.657 4.590 -2.687
H -2.588 0.695 3.663
H 2.858 -3.144 -4.095
H -2.955 5.974 -2.221
H 0.747 3.236 -2.635
H -2.943 -3.057 3.021
H -0.100 -1.799 0.801
H -0.753 3.606 0.259
H -0.791 3.872 -1.961
H 0.907 -5.558 0.295
H -0.907 1.563 -0.681
H 4.880 -3.551 -0.674
H 2.496 -0.020 2.573
H -3.537 4.054 1.330
H 2.266 -5.714 -1.994
H 1.393 -1.721 1.816
H 1.785 -2.074 -3.173
H 2.492 5.349 -1.564
H -4.186 -2.551 4.210
H 2.539 -4.472 4.143
H -0.093 -0.816 2.331
H -1.645 -0.796 3.958
H 2.789 1.613 1.997
H -3.951 -1.217 0.973
H -4.581 -2.707 2.461
H 0.398 4.984 -2.730
H -4.886 5.886 -3.619
H -1.167 -0.166 -0.351
H 5.878 -2.592 -3.263
H 2.932 3.784 -0.810
H 3.767 -2.388 0.549
H -0.127 0.337 -1.727
H -4.929 3.153 -1.259
H -4.246 4.233 -3.716
H 5.246 -1.178 -2.369
H 4.214 -2.991 2.948


[6]
94
Properties=species:S:1:pos:R:3 method="wB97M-V/def2-TZVPD" e_homo_ha=-0.1748 spin_multiplicity=1 e_tot_ha=-2501.7115 lumo_energy_ev=-3.229 orbital_gap_ev=1.5
Cs -0.054 0.838 8.499
Cs 0.133 3.367 -4.124
O 6.420 -2.192 5.526
O 1.330 -2.315 4.532
O -1.140 -6.730 -0.689
O -3.122 5.511 1.993
O 3.702 -3.970 -2.196
O -0.433 0.731 0.288
O -2.096 0.054 2.584
O -2.922 -4.546 5.623
O -1.550 9.978 -0.639
O -2.212 -0.186 -5.153
O 4.005 4.873 1.461
O -4.855 0.860 -1.362
O 1.484 -7.138 -2.333
O -3.075 10.184 2.045
O -2.716 5.542 -0.724
O 2.698 -2.199 1.859
O -2.611 3.386 5.708
O 6.481 3.703 0.627
O -4.356 1.728 -4.992
O 4.416 -6.227 4.197
C -3.178 7.966 2.080
C -2.224 8.986 -0.037
C 1.194 -0.840 1.048
C -4.885 2.928 -5.417
C -3.049 6.648 1.427
C 0.133 -7.479 -2.662
C -0.940 -0.304 2.524
C -3.554 -0.544 -5.444
C -2.612 6.632 -0.100
C 4.189 3.482 1.678
C -1.528 -1.338 -4.543
C 2.667 5.262 1.143
C -0.073 -0.082 1.195
C -2.063 7.805 -0.696
C -0.714 -7.883 -1.412
C -2.798 9.096 1.420
C 1.660 -1.481 2.166
C 2.305 -8.273 -2.412
C -0.213 -6.050 0.098
C 5.726 3.154 1.720
C -4.461 0.599 -5.922
C 6.174 3.185 -0.652
C -0.372 -1.103 3.621
C 0.911 -1.621 3.533
Li -5.175 -0.459 4.340
Li -3.018 2.485 0.485
H -1.617 -8.455 -1.627
H 0.280 -6.683 0.835
H -0.938 -1.178 4.537
H 4.746 -7.065 3.873
H -0.176 -8.474 -0.670
H -2.220 -3.923 5.434
H -4.709 1.140 -2.265
H -5.477 0.211 -5.998
H -4.639 3.756 -4.753
H -4.154 0.898 -6.924
H -1.503 -2.217 -5.189
H 5.780 2.068 1.783
H 6.953 -1.414 5.692
H -4.975 -0.088 -1.420
H -3.913 -0.917 -4.485
H -3.684 8.012 3.033
H 0.546 -5.558 -0.511
H 3.234 -4.805 -2.154
H -5.970 2.838 -5.364
H -1.957 -1.688 -3.604
H 2.716 6.330 0.932
H 3.719 3.121 0.763
H 6.267 2.100 -0.610
H -4.558 3.251 -6.406
H 6.834 3.546 -1.441
H -0.492 -1.077 -4.326
H 2.283 -8.784 -3.374
H 4.235 -5.718 3.407
H -2.873 3.606 4.814
H 2.360 4.749 0.232
H -3.669 -3.999 5.866
H 1.618 -0.818 0.055
H 3.667 3.075 2.544
H -3.172 2.648 5.948
H 6.271 3.357 2.642
H 5.159 3.471 -0.930
H -0.368 -6.558 -2.961
H 0.066 -8.297 -3.380
H -0.758 -5.264 0.620
H 3.336 -7.939 -2.291
H 5.865 -1.949 4.785
H -3.637 -1.383 -6.135
H -1.606 7.698 -1.669
H 1.871 5.063 1.860
H 3.633 -3.612 -1.311
H 2.003 -9.099 -1.769